(1)
C20H24Cl2O4 | the ωB97M-V functional and the def2-TZVPD basis

Summary:
**HOMO level**: -0.3324 Eh
**Maximum force**: 2.2 eV/Å
**SMILES**: COC(=O)[C@@H]1CC(=O)C[C@@]2(C)c3cc(Cl)c([C@@H](C)CO)c(Cl)c3CC[C@@H]12
**E**: -1997.85644 Ha
**LUMO level**: 0.0198 Ha

Each line ends with the Löwdin charge.
CARTESIAN COORDINATES (ANGSTROEM)
C1 -1.185 4.303 -5.059  -0.0381
O1 -1.651 3.309 -4.108  -0.0420
C2 -1.087 3.353 -2.864  -0.4430
O2 -0.239 4.138 -2.537  0.1199
C3 -1.609 2.314 -1.827  -0.1542
C4 -2.796 2.922 -1.046  -0.0564
C5 -3.380 1.894 -0.130  -0.3699
O3 -4.424 2.160 0.434  0.0889
C6 -2.605 0.603 0.200  -0.0429
C7 -1.118 0.910 0.432  -0.3715
C8 -0.964 1.803 1.687  -0.0084
C9 -0.334 -0.367 0.783  -0.0808
C10 -0.859 -1.263 1.791  -0.0377
C11 -0.139 -2.406 2.201  -0.5543
Cl1 -1.011 -3.579 3.166  0.7003
C12 1.200 -2.628 1.728  -0.1668
C13 1.968 -3.913 2.238  -0.3177
C14 2.089 -4.957 1.109  -0.0599
C15 3.365 -3.712 2.844  -0.2434
O4 3.714 -4.839 3.698  -0.0845
C16 1.765 -1.695 0.832  -0.4585
Cl2 3.434 -1.833 0.222  0.7310
C17 0.984 -0.628 0.322  -0.1836
C18 1.540 0.294 -0.715  -0.1724
C19 0.461 0.922 -1.596  -0.1515
C20 -0.553 1.721 -0.801  -0.1966
H1 -1.653 5.299 -4.828  0.1109
H2 -0.117 4.410 -5.058  0.0771
H3 -1.475 3.970 -6.073  0.0962
H4 -2.006 1.491 -2.443  0.1491
H5 -2.419 3.740 -0.451  0.1342
H6 -3.589 3.271 -1.728  0.1457
H7 -2.718 -0.062 -0.657  0.1396
H8 -3.084 0.126 1.061  0.1214
H9 0.086 1.846 1.994  0.0986
H10 -1.399 2.809 1.564  0.0948
H11 -1.507 1.295 2.524  0.1030
H12 -1.815 -1.165 2.245  0.0850
H13 1.398 -4.303 3.048  0.0748
H14 2.454 -4.564 0.161  0.0578
H15 2.777 -5.805 1.345  0.0952
H16 1.085 -5.354 0.920  0.0798
H17 3.412 -2.816 3.496  0.1267
H18 4.142 -3.613 2.097  0.0726
H19 4.556 -4.710 4.154  0.0839
H20 2.315 -0.155 -1.388  0.0990
H21 2.037 1.114 -0.140  0.1430
H22 -0.037 0.152 -2.200  0.1364
H23 0.981 1.633 -2.253  0.1248
H24 0.009 2.567 -0.393  0.1443

(2)
C20H24ClN3O4S | the ωB97M-V functional and the def2-TZVPD basis

Summary:
**HOMO level**: -0.3362 Eh
**Maximum force**: 1.1 eV/Å
**SMILES**: CCOc1ccc(S(=O)(=O)N2CCC(C(=O)NCc3cccnc3)CC2)cc1Cl
**E**: -2100.14741 Ha
**LUMO level**: 0.0134 Ha

Each line ends with the Löwdin charge.
CARTESIAN COORDINATES (ANGSTROEM)
C1 2.938 3.342 -2.636  -0.0501
C2 2.037 2.119 -2.698  -0.2433
O1 1.049 2.265 -1.690  -0.0819
C3 0.022 1.398 -1.637  -0.2965
C4 -0.118 0.263 -2.435  0.0058
C5 -1.226 -0.561 -2.297  -0.0673
C6 -2.193 -0.268 -1.358  -0.2695
S1 -3.601 -1.373 -1.146  0.6738
O2 -3.776 -2.083 -2.378  -0.2768
O3 -4.681 -0.602 -0.611  -0.2723
N1 -3.196 -2.498 0.001  -0.2348
C7 -3.121 -2.076 1.378  -0.1746
C8 -1.712 -1.623 1.769  -0.1166
C9 -0.678 -2.699 1.409  -0.2148
C10 0.736 -2.192 1.692  -0.4746
O4 1.464 -2.699 2.516  0.0744
N2 1.113 -1.138 0.931  0.0832
C11 2.361 -0.439 1.137  -0.1167
C12 2.138 0.977 1.592  -0.1877
C13 2.843 2.041 1.047  -0.0409
C14 2.591 3.324 1.503  -0.0684
C15 1.637 3.492 2.496  -0.1887
N3 0.963 2.487 3.027  0.0579
C16 1.206 1.268 2.586  -0.1088
C17 -0.818 -3.146 -0.051  -0.1167
C18 -2.265 -3.538 -0.357  -0.1769
C19 -2.087 0.861 -0.562  -0.0899
C20 -0.987 1.686 -0.698  -0.5581
Cl1 -0.828 3.097 0.275  0.7957
H1 2.354 4.240 -2.817  0.0848
H2 3.717 3.265 -3.388  0.0812
H3 3.394 3.422 -1.654  0.0608
H4 1.560 2.052 -3.683  0.1282
H5 2.617 1.203 -2.522  0.1261
H6 0.629 0.020 -3.174  0.1125
H7 -1.356 -1.425 -2.929  0.1217
H8 -3.428 -2.919 2.005  0.1345
H9 -3.843 -1.268 1.499  0.1171
H10 -1.681 -1.432 2.843  0.1308
H11 -1.480 -0.688 1.255  0.0890
H12 -0.836 -3.567 2.058  0.1540
H13 0.451 -0.702 0.308  0.1148
H14 2.901 -1.004 1.905  0.1321
H15 2.951 -0.450 0.213  0.1237
H16 3.585 1.862 0.281  0.1089
H17 3.118 4.174 1.099  0.1023
H18 1.400 4.472 2.887  0.1047
H19 0.633 0.476 3.050  0.1176
H20 -0.516 -2.341 -0.723  0.0878
H21 -0.164 -4.001 -0.234  0.1306
H22 -2.534 -4.439 0.204  0.1342
H23 -2.406 -3.732 -1.421  0.1157
H24 -2.877 1.097 0.133  0.1220

(3)
C20H24ClN6O3 | the ωB97M-V functional and the def2-TZVPD basis

Summary:
**HOMO level**: -0.4239 Eh
**Total charge**: +1
**Maximum force**: 1.6 eV/Å
**SMILES**: COCCn1nnnc1[C@H](c1ccc(Cl)cc1)[NH+]1CCN(C(=O)c2ccco2)CC1
**E**: -1790.69151 Ha
**LUMO level**: -0.0986 Ha

Each line ends with the Löwdin charge.
CARTESIAN COORDINATES (ANGSTROEM)
C1 4.577 1.178 -1.803  -0.0842
O1 4.051 -0.081 -1.437  -0.2172
C2 4.776 -0.690 -0.391  -0.1909
C3 4.359 -2.156 -0.289  -0.0733
N1 3.197 -2.378 0.527  -0.0405
N2 3.262 -3.197 1.581  0.0710
N3 2.118 -3.278 2.098  -0.0038
N4 1.246 -2.531 1.438  0.0717
C4 1.911 -1.956 0.454  -0.2534
C5 1.287 -1.032 -0.532  -0.1226
C6 1.441 0.426 -0.155  -0.2065
C7 1.609 0.821 1.168  -0.0222
C8 1.751 2.157 1.491  -0.0703
C9 1.718 3.117 0.488  -0.6607
Cl1 1.900 4.780 0.882  0.7302
C10 1.548 2.734 -0.838  -0.0817
C11 1.416 1.396 -1.153  -0.0467
N5 -0.174 -1.417 -0.643  -0.0397
C12 -1.011 -0.941 0.490  -0.0761
C13 -2.417 -1.541 0.373  -0.0956
N6 -3.004 -1.177 -0.889  -0.0438
C14 -3.990 -0.238 -1.129  -0.3724
O2 -4.110 0.231 -2.245  0.0862
C15 -4.914 0.132 -0.064  -0.1762
C16 -5.958 1.022 -0.185  0.0314
C17 -6.630 1.020 1.051  -0.0267
C18 -5.960 0.133 1.840  -0.0808
O3 -4.924 -0.408 1.184  0.0219
C19 -2.202 -1.600 -2.011  -0.1045
C20 -0.797 -1.007 -1.924  -0.0675
H1 5.626 1.089 -2.102  0.0985
H2 3.990 1.528 -2.647  0.0931
H3 4.498 1.891 -0.977  0.0969
H4 4.600 -0.164 0.559  0.1381
H5 5.850 -0.651 -0.611  0.1330
H6 4.173 -2.533 -1.300  0.1431
H7 5.152 -2.744 0.176  0.1374
H8 1.752 -1.185 -1.513  0.1612
H9 1.634 0.087 1.960  0.1219
H10 1.890 2.455 2.518  0.1159
H11 1.530 3.481 -1.614  0.1176
H12 1.319 1.107 -2.189  0.1257
H13 -0.208 -2.444 -0.590  0.1840
H14 -0.543 -1.268 1.420  0.1176
H15 -1.055 0.148 0.450  0.1492
H16 -3.026 -1.183 1.199  0.1275
H17 -2.358 -2.635 0.446  0.1454
H18 -6.195 1.589 -1.062  0.1269
H19 -7.494 1.593 1.317  0.1122
H20 -6.118 -0.189 2.851  0.1317
H21 -2.694 -1.244 -2.921  0.1376
H22 -2.154 -2.695 -2.032  0.1416
H23 -0.187 -1.357 -2.758  0.1467
H24 -0.853 0.083 -1.946  0.1421

Energy relative to the best compared isomer or geometry (same formula, charge and spin) across the listed records, respectively: 2.3 18.4 2.2 kcal per mole.